ORCA calculation (ωB97M-V/def2-TZVPD) on 3 unconnected molecules or ions with the total composition C48H72ClN5O11S.

XYZ file:
```
138
Properties=species:S:1:pos:R:3:mulliken_charge:R:1
C 9.042 -5.471 0.032 -1.21
C 7.754 -5.728 -0.745 -0.22
C 6.795 -4.575 -0.605 0.53
O 6.678 -3.927 0.400 -0.60
O 6.055 -4.343 -1.724 -0.22
C 5.948 -2.955 -2.105 -0.78
C 4.955 -2.869 -3.265 -2.05
C 3.631 -2.271 -2.880 1.45
C 3.448 -0.879 -2.913 0.70
C 4.569 -0.010 -3.418 -1.91
O 5.753 -0.054 -2.641 -0.30
O 5.376 0.247 -1.288 -0.23
C 2.243 -0.308 -2.507 0.57
C 2.008 1.184 -2.531 -1.50
C 2.826 1.999 -1.491 -0.11
C 1.929 3.079 -0.931 -0.05
O 1.322 2.964 0.106 -0.66
N 1.774 4.188 -1.771 -0.18
C 1.331 5.410 -1.156 -0.12
C -0.028 5.643 -1.024 -0.29
C -0.471 6.805 -0.409 -0.38
C 0.446 7.732 0.066 -0.45
C 1.806 7.509 -0.093 -0.68
C 2.249 6.344 -0.702 -0.36
C 1.189 -1.133 -2.082 -0.31
C 1.370 -2.511 -2.076 1.22
C 2.587 -3.089 -2.460 0.09
C 2.744 -4.583 -2.356 -2.00
C 3.197 -5.111 -0.999 0.88
O 3.494 -6.246 -0.796 -0.62
Cl 3.249 -3.935 0.331 -0.17
S 0.054 -3.565 -1.539 -0.44
C -0.643 -2.507 -0.316 1.53
C -1.184 -3.074 0.832 -0.62
C -1.703 -2.255 1.818 -0.64
C -1.683 -0.876 1.643 -0.89
C -1.138 -0.319 0.498 -0.50
C -0.615 -1.132 -0.503 -1.59
N -0.022 -0.521 -1.642 0.65
C -0.944 -0.138 -2.738 -0.88
C -2.141 -1.052 -3.035 -0.92
C -3.454 -0.573 -2.428 0.03
C -4.622 -1.500 -2.741 -1.27
N -4.740 -2.624 -1.784 0.41
C -5.257 -3.815 -2.479 -1.17
C -5.674 -2.277 -0.738 0.35
C -5.066 -2.085 0.615 -0.80
O -6.859 -2.184 -0.936 -0.57
H 9.744 -6.289 -0.124 0.38
H 9.526 -4.551 -0.291 0.34
H 8.840 -5.408 1.098 0.28
H 7.272 -6.625 -0.352 0.25
H 7.967 -5.909 -1.797 0.29
H 5.615 -2.367 -1.253 0.59
H 6.932 -2.595 -2.406 0.56
H 4.849 -3.873 -3.668 0.94
H 5.429 -2.285 -4.051 0.38
H 4.920 -0.382 -4.382 0.54
H 4.241 1.016 -3.580 0.38
H 6.198 0.632 -0.958 0.31
H 2.253 1.549 -3.531 0.51
H 0.962 1.409 -2.375 0.34
H 3.672 2.478 -1.985 0.44
H 3.170 1.378 -0.672 0.45
H 2.617 4.338 -2.309 0.42
H -0.721 4.906 -1.403 0.48
H -1.535 6.963 -0.301 0.52
H 0.098 8.630 0.557 0.31
H 2.522 8.235 0.265 0.38
H 3.309 6.159 -0.824 0.38
H 3.485 -4.964 -3.052 0.42
H 1.811 -5.109 -2.545 0.71
H -1.152 -4.146 0.947 0.33
H -2.097 -2.693 2.725 0.54
H -2.066 -0.239 2.429 0.37
H -1.097 0.758 0.404 0.57
H -0.331 -0.056 -3.634 0.74
H -1.318 0.873 -2.541 0.44
H -1.932 -2.090 -2.784 -0.04
H -2.284 -1.017 -4.119 0.54
H -3.386 -0.420 -1.350 0.02
H -3.686 0.405 -2.861 0.34
H -4.550 -1.895 -3.754 0.62
H -5.551 -0.918 -2.724 0.40
H -6.193 -3.602 -3.004 0.43
H -4.524 -4.126 -3.221 0.34
H -5.428 -4.625 -1.774 0.32
H -4.551 -3.003 0.895 0.20
H -5.859 -1.891 1.333 0.40
H -4.355 -1.262 0.616 0.10
C -0.299 -10.016 3.890 -0.71
O -0.258 -9.148 5.003 -0.34
C 1.042 -8.943 5.545 -0.81
C 1.513 -7.525 5.313 -0.21
N 1.789 -7.286 3.904 -0.26
C 2.048 -5.892 3.559 -0.82
C 0.925 -4.883 3.769 -0.64
O -0.187 -5.065 2.910 -0.23
C -1.160 -5.993 3.346 -0.80
H -1.348 -10.198 3.660 0.24
H 0.181 -9.582 3.007 0.29
H 0.180 -10.974 4.115 0.35
H 1.753 -9.660 5.125 0.41
H 0.978 -9.121 6.622 0.40
H 2.430 -7.358 5.886 0.37
H 0.740 -6.853 5.714 0.18
H 1.005 -7.616 3.357 0.07
H 2.324 -5.863 2.503 0.43
H 2.924 -5.553 4.121 0.38
H 1.327 -3.896 3.523 0.41
H 0.591 -4.835 4.812 0.39
H -1.233 -6.022 4.437 0.37
H -0.963 -7.003 2.975 0.24
H -2.123 -5.675 2.941 0.31
C -6.505 10.264 3.274 -0.72
O -6.731 10.721 1.957 -0.35
C -6.044 11.919 1.620 -0.78
C -4.969 11.658 0.588 -0.21
N -3.870 10.890 1.156 -0.31
C -2.892 10.416 0.184 -0.71
C -3.353 9.428 -0.882 -0.61
O -3.712 8.155 -0.377 -0.36
C -5.044 8.033 0.089 -0.65
H -7.186 9.432 3.449 0.24
H -5.479 9.910 3.420 0.30
H -6.714 11.048 4.008 0.34
H -5.619 12.386 2.513 0.41
H -6.778 12.608 1.194 0.40
H -4.582 12.617 0.230 0.36
H -5.446 11.150 -0.261 0.18
H -4.249 10.094 1.651 0.07
H -2.084 9.938 0.745 0.41
H -2.455 11.285 -0.319 0.37
H -2.503 9.252 -1.547 0.44
H -4.160 9.830 -1.506 0.37
H -5.728 8.675 -0.470 0.29
H -5.127 8.260 1.156 0.22
H -5.344 6.994 -0.050 0.29
```

* Kohn-Sham gap: 8.26 eV
* charge: 0
* SMILES: CCC(=O)OCCc1c(COO)c(CCC(=O)Nc2ccccc2)c2c(c1CC(=O)Cl)Sc1ccccc1N2CCCCN(C)C(C)=O.COCCNCCOC.COCCNCCOC
* energy: -104270.1947 eV